The following is a DFT calculation (the ωB97M-V functional and the def2-TZVPD basis) of a structure of composition C4H9NO2.

## Properties
strongest force on any atom: 0.35 eV Å⁻¹
HOMO: -9.66 eV
relative energy (zero: lowest compared OMol25 entry of this formula, charge and spin): 64.5 kcal/mol
gap between HOMO and LUMO: 10.61 eV
spin multiplicity: 1
total charge: 0

Structure (XYZ):
```
16
Properties=species:S:1:pos:R:3:forces:R:3
C 2.0022 -0.9795 0.5708 0.032 -0.005 0.008
C 0.6722 -0.7486 -0.1212 0.276 0.177 -0.111
O -0.2974 -1.5160 0.5660 -0.243 -0.054 -0.108
C 0.2806 0.7318 -0.1023 0.054 0.039 0.060
N -1.0287 0.9335 -0.6847 -0.156 0.061 0.190
C -2.1533 1.1818 -0.0785 0.230 -0.026 0.006
O -3.0833 1.2670 -0.9529 -0.051 0.015 -0.036
H 2.8031 -0.4148 0.0817 -0.123 -0.077 0.071
H 2.2570 -2.0421 0.5473 -0.020 0.141 -0.007
H 1.9367 -0.6682 1.6192 0.016 -0.030 -0.144
H 0.7385 -1.0733 -1.1733 -0.032 0.028 0.170
H -1.1311 -1.4078 0.0889 0.073 -0.078 0.129
H 0.2847 1.0844 0.9391 -0.006 -0.064 -0.148
H 1.0156 1.3206 -0.6630 -0.074 -0.100 0.077
H -1.9742 1.0237 -1.6284 -0.025 -0.016 -0.061
H -2.3226 1.3076 0.9914 0.048 -0.012 -0.098
```
Forces are in eV/Å.